# 1
# H30O15

15 unconnected molecules or ions with the total composition H30O15 (ωB97M-V/def2-TZVPD, the Open Molecules 2025 dataset).

Atoms and positions in Å:
O: -0.366 3.627 -0.469
H: -0.024 2.769 -0.227
H: -0.505 4.281 0.259
O: -1.954 -0.920 -1.730
H: -1.876 -0.320 -2.454
H: -1.244 -0.657 -1.174
O: 0.232 -0.183 3.041
H: 1.029 -0.660 3.359
H: 0.244 0.526 3.651
O: -4.090 0.831 -0.451
H: -3.440 0.092 -0.620
H: -4.885 0.545 -0.866
O: 1.425 1.976 1.455
H: 0.802 2.418 1.991
H: 1.644 1.140 1.898
O: -0.091 1.614 -2.408
H: -0.351 1.223 -3.274
H: -0.141 0.983 -1.666
O: 2.665 0.955 -1.478
H: 3.091 1.547 -2.109
H: 1.777 1.252 -1.688
O: 0.485 -2.823 -0.913
H: 0.979 -3.641 -0.972
H: 0.069 -2.821 -0.060
O: -3.610 -1.142 1.321
H: -2.701 -1.399 1.214
H: -4.073 -1.322 0.528
O: -1.254 -2.316 1.140
H: -1.330 -2.935 1.862
H: -0.500 -1.764 1.258
O: 4.042 1.053 1.055
H: 3.699 0.860 0.191
H: 4.795 0.452 1.227
O: -0.023 0.115 -0.146
H: -0.709 0.498 0.446
H: 0.763 0.304 0.375
O: 2.487 -1.386 0.188
H: 3.140 -1.440 -0.498
H: 1.775 -1.916 -0.183
O: 1.075 -1.182 -3.220
H: 0.959 -1.233 -2.244
H: 1.967 -0.938 -3.257
O: -1.845 0.951 1.699
H: -2.704 0.561 1.594
H: -1.422 0.426 2.354

Cartesian forces, eV/Å:
-0.6 1.8 -0.1
0.2 0.1 0.8
0.5 -1.6 -0.6
-1.5 -0.9 0.0
-0.2 0.6 -0.9
1.2 0.0 0.9
1.4 -1.7 -0.1
-0.6 -0.1 -0.6
-0.4 1.5 1.0
1.7 -0.5 0.1
-0.8 1.2 -0.2
-1.0 -0.2 -0.6
1.1 -1.0 -0.9
-1.2 0.7 1.0
0.2 0.6 -0.1
0.0 0.2 -1.0
0.5 0.0 1.3
-0.3 -0.1 -0.6
0.5 0.3 -0.7
0.7 -0.1 0.1
-1.1 -0.2 0.2
0.6 0.0 -0.8
0.0 -0.4 -0.2
-0.9 -0.3 0.5
-0.5 0.5 1.9
0.6 -0.7 -0.5
-0.5 -0.3 -1.0
-0.6 -0.8 -0.6
0.1 -0.1 0.5
0.9 1.0 0.6
1.2 -0.2 1.4
-0.5 -0.2 -0.9
-0.8 0.5 -0.4
-0.3 -0.1 0.6
-0.4 0.2 -0.1
0.7 0.0 -0.4
0.0 0.0 0.9
0.7 0.3 -0.4
-0.4 -0.1 -0.2
-1.8 -0.6 1.2
-0.4 -0.2 -0.9
2.2 0.8 -0.5
0.6 1.3 -0.7
-1.3 -0.3 -0.3
0.5 -0.8 0.9

As for the total energy: -31199.5787 eV. The molar mass comes out at 270.2 g mol⁻¹. Its highest occupied orbital energy is -10.4 eV. Its orbital gap is 10.05 eV. The energy relative to the best compared isomer or geometry (same formula, charge and spin) is 2.087 eV. The spin multiplicity is 1.

Listed below, in e, are the Löwdin charges computed for each atom: number 1, O, carries -0.0705; number 2, H, carries -0.0243; number 3, H, carries 0.0617; number 4, O, carries -0.0112; number 5, H, carries 0.0335; number 6, H, carries -0.0410; number 7, O, carries -0.0305; number 8, H, carries 0.1007; number 9, H, carries 0.0472; number 10, O, carries -0.0622; number 11, H, carries 0.0175; number 12, H, carries 0.0200; number 13, O, carries -0.0309; number 14, H, carries 0.0251; number 15, H, carries 0.0253; number 16, O, carries -0.0748; number 17, H, carries 0.0730; number 18, H, carries -0.0223; number 19, O, carries -0.0457; number 20, H, carries 0.0743; number 21, H, carries 0.0053; number 22, O, carries -0.0272; number 23, H, carries 0.0803; number 24, H, carries 0.0016; number 25, O, carries -0.0470; number 26, H, carries -0.0286; number 27, H, carries 0.0256; number 28, O, carries -0.0054; number 29, H, carries 0.0944; number 30, H, carries 0.0180; number 31, O, carries -0.0686; number 32, H, carries -0.0370; number 33, H, carries 0.0525; number 34, O, carries -0.0838; number 35, H, carries 0.0335; number 36, H, carries 0.0258; number 37, O, carries -0.0549; number 38, H, carries 0.0322; number 39, H, carries -0.0332; number 40, O, carries -0.0398; number 41, H, carries 0.0054; number 42, H, carries -0.0065; number 43, O, carries -0.0139; number 44, H, carries 0.0153; number 45, H, carries -0.0089

# 2
# H30O15

15 unconnected molecules or ions with the total composition H30O15 (ωB97M-V/def2-TZVPD, the Open Molecules 2025 dataset).

Atoms and positions in Å:
O: 3.078 1.907 -2.173
H: 2.126 1.802 -2.136
H: 3.188 1.527 -3.011
O: 2.776 0.654 0.473
H: 3.481 0.557 -0.174
H: 3.056 0.606 1.403
O: 1.309 -1.305 2.485
H: 2.238 -1.249 2.370
H: 0.964 -0.913 1.703
O: 2.455 -2.910 -0.596
H: 1.608 -2.620 -0.238
H: 2.718 -2.173 -1.133
O: 0.457 -3.501 1.471
H: -0.461 -3.293 1.315
H: 0.832 -2.737 1.886
O: -3.690 -2.070 -0.548
H: -4.270 -2.292 0.204
H: -3.377 -1.202 -0.321
O: -1.320 2.799 -0.561
H: -0.393 2.630 -0.455
H: -1.516 3.690 -0.235
O: 1.081 2.753 0.683
H: 1.740 2.109 0.446
H: 1.499 3.597 0.589
O: -1.805 -0.048 -2.536
H: -0.881 0.219 -2.417
H: -2.343 0.343 -1.843
O: -2.365 0.331 0.175
H: -2.129 1.249 -0.003
H: -3.001 0.434 0.885
O: -0.471 -2.381 -1.698
H: -0.904 -1.782 -2.316
H: -0.398 -1.766 -1.003
O: -2.124 -0.623 2.942
H: -1.775 0.094 2.420
H: -2.973 -0.407 3.348
O: 0.610 0.819 -2.439
H: 0.782 1.158 -3.379
H: 1.049 -0.020 -2.431
O: 0.159 -0.574 0.055
H: -0.757 -0.248 0.123
H: 0.776 0.131 -0.108
O: -0.742 1.549 2.259
H: -0.100 1.453 2.941
H: -0.167 1.715 1.566

Cartesian forces, eV/Å:
0.0 0.6 1.5
-0.6 0.2 0.9
1.2 -0.8 -2.1
-0.7 0.1 0.4
0.4 0.1 0.3
0.4 -0.1 -0.8
-0.1 0.3 1.9
1.5 -0.3 0.0
-1.0 0.6 -1.5
0.2 0.0 0.4
-0.4 -0.6 0.1
0.3 0.4 -0.6
-0.2 -1.5 -0.9
-0.4 0.0 -0.1
0.2 0.6 0.8
-0.9 -0.7 0.6
0.4 -0.1 -0.6
0.5 0.5 -0.1
-1.6 0.1 -0.5
1.0 0.3 0.3
0.3 -0.4 0.0
-0.7 0.1 0.0
1.1 -0.8 -0.2
0.3 0.8 0.0
-0.4 -0.3 -0.7
-0.8 0.4 0.2
0.1 -0.1 0.0
-0.4 0.2 0.0
0.3 0.9 -0.4
-0.1 -0.4 0.4
0.0 -0.9 -1.9
-0.6 -0.5 -0.5
0.5 0.5 1.7
-0.7 -1.4 0.5
0.1 0.8 0.1
0.4 0.3 -0.2
0.8 1.9 -2.2
-0.8 -0.7 1.8
0.5 -1.3 0.2
0.2 -0.2 0.7
-0.1 0.2 0.2
0.2 0.6 -0.1
-1.9 -0.3 1.4
0.4 -0.3 1.5
1.3 0.9 -2.6

As for the total energy: -31199.2818 eV. The molar mass comes out at 270.2 g mol⁻¹. Its highest occupied orbital energy is -9.9 eV. Its orbital gap is 9.24 eV. The energy relative to the best compared isomer or geometry (same formula, charge and spin) is 2.384 eV. The spin multiplicity is 1.

Listed below, in e, are the Löwdin charges computed for each atom: number 1, O, carries -0.0251; number 2, H, carries -0.0166; number 3, H, carries 0.0130; number 4, O, carries -0.0361; number 5, H, carries 0.0679; number 6, H, carries 0.0879; number 7, O, carries -0.0024; number 8, H, carries 0.0391; number 9, H, carries -0.0202; number 10, O, carries -0.0457; number 11, H, carries -0.0186; number 12, H, carries 0.0005; number 13, O, carries -0.0421; number 14, H, carries 0.0369; number 15, H, carries -0.0567; number 16, O, carries -0.0457; number 17, H, carries 0.0462; number 18, H, carries -0.0361; number 19, O, carries -0.0308; number 20, H, carries -0.0112; number 21, H, carries 0.0808; number 22, O, carries -0.0269; number 23, H, carries -0.0034; number 24, H, carries 0.0789; number 25, O, carries -0.0584; number 26, H, carries -0.0396; number 27, H, carries 0.0185; number 28, O, carries -0.0696; number 29, H, carries 0.0252; number 30, H, carries 0.0787; number 31, O, carries -0.0405; number 32, H, carries 0.0051; number 33, H, carries -0.0722; number 34, O, carries -0.0549; number 35, H, carries -0.0464; number 36, H, carries 0.0444; number 37, O, carries -0.0438; number 38, H, carries 0.1487; number 39, H, carries 0.0649; number 40, O, carries -0.0454; number 41, H, carries 0.0334; number 42, H, carries 0.0154; number 43, O, carries -0.0079; number 44, H, carries 0.0609; number 45, H, carries -0.0504

# 3
# H30O15

A molecular structure, H30O15 (ωB97M-V/def2-TZVPD, the Open Molecules 2025 dataset).

Atoms and positions in Å:
H: -0.749 1.061 0.563
H: 0.520 0.625 -0.153
H: -0.308 -3.087 -0.583
H: -1.067 -3.931 -1.522
H: 1.116 1.813 1.777
H: -0.086 2.323 2.612
H: 3.726 3.487 1.359
H: 2.636 4.382 1.947
H: 3.201 -0.909 -1.068
H: 3.855 0.316 -1.040
H: 1.264 2.847 -3.562
H: -0.215 2.839 -4.024
H: -3.762 2.489 -0.162
H: -2.457 3.286 -0.402
H: -3.156 0.371 -3.255
H: -4.081 -0.490 -2.364
H: -4.698 -1.203 0.656
H: -4.778 0.225 0.334
H: 2.564 -4.631 -0.450
H: 2.070 -3.324 0.041
H: 0.062 -0.963 -0.793
H: -1.482 -0.888 -0.614
H: 0.470 -1.496 1.999
H: 1.721 -1.508 2.684
H: 4.890 -1.463 -2.636
H: 3.675 -0.541 -2.562
H: -1.300 -1.616 1.991
H: -1.411 -0.457 1.201
H: -1.381 -0.188 4.321
H: -1.128 -1.764 4.513
O: -0.006 1.475 0.093
O: -0.374 -4.014 -0.786
O: 0.240 2.175 1.698
O: 3.485 4.122 2.052
O: 2.937 -0.022 -1.018
O: 0.363 2.883 -3.217
O: -3.258 3.029 -0.790
O: -3.796 0.413 -2.501
O: -4.443 -0.660 -0.006
O: 2.102 -3.836 -0.718
O: -0.731 -1.483 -0.550
O: 1.129 -0.886 2.392
O: 4.627 -0.658 -2.349
O: -1.547 -1.407 1.144
O: -0.692 -0.831 4.457

Cartesian forces, eV/Å:
0.6 0.8 -0.5
-1.0 2.3 -0.1
0.0 0.7 0.3
1.4 -0.5 1.6
0.4 -0.3 0.3
0.9 0.3 0.3
-0.4 0.4 0.3
-4.2 1.1 -0.8
-0.2 -2.4 0.5
-0.9 0.6 0.4
-0.2 0.0 0.0
0.9 0.1 1.2
0.5 0.3 -0.3
1.8 0.4 1.1
-0.9 0.1 1.0
-0.1 -0.3 0.2
-1.1 -3.2 3.3
0.7 -1.5 -1.0
0.1 -0.3 0.0
-0.2 1.5 2.2
-0.7 -0.4 -0.6
0.1 -0.1 -0.7
0.3 0.9 0.0
2.8 -2.0 1.5
1.5 -4.0 -1.7
1.1 -0.1 -0.4
0.2 -1.3 3.9
-0.2 0.1 -0.1
-0.6 0.1 0.0
0.9 2.8 0.0
-0.1 -6.6 -8.5
-2.5 -1.1 -2.1
-0.4 4.2 8.6
4.6 -1.5 0.5
-1.0 2.5 1.3
-0.7 -0.1 -1.3
-2.3 -0.6 -0.8
1.0 0.2 -1.2
0.4 4.6 -2.2
1.1 -1.0 -2.2
3.6 1.0 -6.0
-2.5 1.1 -1.9
-0.6 3.3 -0.1
-3.5 1.1 3.6
-0.6 -3.0 0.3

As for the total energy: -31190.8160 eV. The molar mass comes out at 270.2 g mol⁻¹. Its highest occupied orbital energy is -8.5 eV. Its orbital gap is 8.31 eV. The energy relative to the best compared isomer or geometry (same formula, charge and spin) is 10.850 eV. The spin multiplicity is 1.

Listed below, in e, are the Löwdin charges computed for each atom: number 1, H, carries 0.0363; number 2, H, carries 0.0726; number 3, H, carries -0.0570; number 4, H, carries 0.0788; number 5, H, carries 0.0514; number 6, H, carries 0.0693; number 7, H, carries 0.0476; number 8, H, carries -0.0375; number 9, H, carries -0.0065; number 10, H, carries 0.0600; number 11, H, carries 0.0252; number 12, H, carries 0.0554; number 13, H, carries 0.0273; number 14, H, carries -0.0047; number 15, H, carries 0.0595; number 16, H, carries 0.0073; number 17, H, carries -0.0272; number 18, H, carries 0.0845; number 19, H, carries 0.0470; number 20, H, carries -0.0147; number 21, H, carries 0.0691; number 22, H, carries 0.0694; number 23, H, carries 0.0297; number 24, H, carries -0.0043; number 25, H, carries -0.0005; number 26, H, carries 0.0669; number 27, H, carries -0.0139; number 28, H, carries 0.0507; number 29, H, carries 0.0193; number 30, H, carries 0.0997; number 31, O, carries -0.1178; number 32, O, carries -0.1154; number 33, O, carries -0.1241; number 34, O, carries -0.0149; number 35, O, carries -0.0620; number 36, O, carries -0.0786; number 37, O, carries -0.0307; number 38, O, carries -0.0811; number 39, O, carries -0.0232; number 40, O, carries -0.0228; number 41, O, carries -0.1107; number 42, O, carries -0.0137; number 43, O, carries -0.0346; number 44, O, carries -0.0460; number 45, O, carries -0.0848